Formula: C5H15N2S
Source: the Open Molecules 2025 dataset
Level of theory: ωB97M-V with the def2-TZVPD basis set

Calculated values
Gap between HOMO and LUMO (alpha / beta) in hartree: 0.1263 / 0.2650
HOMO level (alpha / beta) in eV: -3.02 / -6.95
Spin multiplicity: 2
LUMO level (alpha / beta) in eV: 0.4164 / 0.2592
Expectation value of S²: 0.754
Total charge: 0
Energy above the lowest of the compared OMol25 structures with the same formula, charge and spin in kcal per mole: 69.1

Geometry as XYZ:
```
23
Properties=species:S:1:pos:R:3:forces:R:3:lowdin_spin:R:1
C -1.240 1.712 1.356 0.1 -1.0 0.0 0.404
C -1.320 1.488 -0.035 -0.3 0.7 -0.1 0.250
N -2.337 0.542 -0.522 0.4 0.2 -0.3 0.054
N -0.532 2.797 1.930 -0.4 0.4 -0.2 0.116
H -1.839 1.118 2.038 0.0 0.1 0.0 0.054
H -0.740 1.937 -0.822 0.0 -0.1 0.1 0.021
H -1.931 -0.341 -0.875 -0.1 -0.3 0.2 0.025
H -3.007 0.300 0.207 0.1 0.1 0.1 0.008
H -2.867 0.937 -1.296 -0.1 0.0 0.1 0.005
H 0.277 3.108 1.416 0.1 -0.1 -0.1 0.010
H -0.294 2.619 2.887 0.2 0.0 0.1 0.001
C 1.167 -2.813 0.139 -0.2 0.4 -0.1 0.006
C 0.841 -1.737 -0.900 0.0 0.0 0.1 0.006
C 1.461 -0.399 -0.514 0.1 0.1 -0.2 0.004
S 1.596 0.713 -1.957 0.2 0.0 0.0 0.011
H 0.419 -3.595 0.152 0.0 -0.4 -0.2 0.001
H 1.156 -2.382 1.129 0.1 0.2 0.4 0.005
H 2.154 -3.228 -0.038 0.1 -0.2 0.0 0.000
H 1.231 -2.035 -1.876 -0.2 0.0 0.0 0.000
H -0.251 -1.642 -0.986 0.2 0.1 -0.1 0.008
H 2.465 -0.556 -0.136 0.2 -0.1 0.0 0.001
H 0.884 0.105 0.253 -0.2 0.0 0.2 0.008
H 2.705 1.352 -1.553 -0.1 0.0 -0.1 0.001
```
Positions in Å, forces in eV/Å.